The following is a DFT calculation (ωB97M-V with the def2-TZVPD basis set) of C36H76F8MnN8O20PtS8 as an isolated structure.

Geometry as XYZ:
```
158
Properties=species:S:1:pos:R:3:forces:R:3:mulliken_spin:R:1
Pt -0.8920 -1.3232 -3.2020 -0.94 0.52 -0.27 0.754
Mn 3.5001 -5.2282 -3.2494 -2.11 2.02 0.43 4.922
N -1.2392 -0.2391 -4.8714 -4.16 -0.42 -3.29 -0.003
S -2.5613 -0.3261 -6.0002 -6.33 -2.97 2.48 0.007
O -2.6034 -1.3130 -7.0236 1.81 0.51 -0.72 0.006
O -3.4307 0.8145 -6.1088 1.87 0.95 -0.68 0.008
F -3.5204 -1.0999 -4.9611 0.43 -0.51 1.08 -0.001
S -0.4568 0.6050 -5.8792 7.82 3.77 0.99 0.008
O -0.7933 2.0288 -5.8069 -0.03 -1.78 -1.57 0.008
O 0.1353 -0.0797 -7.0208 -1.81 1.41 0.80 0.011
F 0.8361 0.6428 -4.8786 0.14 0.15 -0.77 0.004
N 2.9766 -3.8673 -4.6551 -4.28 -1.68 -0.39 0.037
S 1.3867 -3.4779 -5.3289 -8.01 -0.78 -0.46 0.023
O 1.1246 -3.4958 -6.7785 2.47 -0.31 3.15 0.020
O 0.6084 -2.4612 -4.6133 3.21 -1.95 -1.10 0.081
F 0.6763 -4.8480 -4.8248 1.55 0.81 -0.23 0.001
S 3.5892 -2.7057 -5.4398 6.88 7.63 -0.17 0.031
O 3.1319 -1.3405 -5.1315 -0.38 -3.63 -1.19 0.010
O 4.1813 -3.0176 -6.6773 -1.19 -0.66 -1.69 0.003
F 4.9338 -2.7202 -4.6008 1.01 -0.39 1.60 0.006
N -2.2036 -6.0573 -3.4778 1.24 4.15 3.87 0.002
S -2.3017 -4.4535 -2.7553 -4.78 2.42 -2.08 -0.004
O -1.3314 -3.4726 -3.2263 -0.29 -2.94 1.01 0.001
O -2.8979 -4.2857 -1.4229 2.03 -0.77 -1.79 0.000
F -3.5657 -3.9904 -3.6505 0.61 -0.52 0.15 -0.001
S -1.3210 -6.4891 -2.1705 1.95 -6.12 -0.16 0.002
O -2.0974 -7.0066 -1.0374 1.86 1.99 -1.28 0.001
O 0.0598 -5.9116 -2.0573 -3.19 -0.76 0.29 0.019
F -0.9628 -7.9336 -2.8746 0.32 0.54 0.28 0.000
N 0.6532 -1.5191 -1.8429 0.39 -6.24 2.84 0.010
S 1.3631 -2.8623 -1.0440 -2.17 -2.95 4.37 -0.026
O 2.0161 -2.6576 0.2674 -0.44 0.01 -3.19 -0.006
O 1.9802 -3.8116 -1.9539 0.91 -0.40 -0.80 -0.032
F 0.0918 -3.6923 -0.4716 0.83 1.20 -1.61 -0.004
S 1.8654 -0.6593 -1.5289 2.10 8.28 -2.75 0.002
O 3.0308 -0.8313 -2.3587 0.27 -1.16 1.53 0.002
O 1.9377 -0.0588 -0.2262 0.27 -0.31 -0.50 -0.001
F 1.1562 0.4940 -2.4649 0.76 0.90 1.36 0.022
C 2.4161 3.6330 -4.1606 0.70 -1.80 -0.27 0.043
C 2.2187 4.5726 -2.9382 2.03 -0.63 -0.41 0.029
C 3.2714 4.1511 -1.8439 1.23 0.49 0.14 0.002
C 3.7732 5.2909 -0.8578 -1.72 -0.26 -2.09 -0.013
C 4.4225 6.3858 -1.7442 0.34 -1.38 0.42 0.018
C 3.3473 7.0094 -2.6742 1.96 2.96 -0.08 -0.026
N 2.6501 5.9319 -3.4606 -2.58 1.79 -0.54 0.741
O 1.7152 6.4775 -4.4870 1.83 -1.17 2.95 0.026
C 2.3437 7.8151 -1.7965 -1.38 -0.73 0.29 0.091
C 4.0203 8.1572 -3.6604 -0.27 -2.26 -0.43 0.028
C 0.7956 4.5094 -2.3629 -0.27 1.14 -0.51 0.057
H 1.7928 3.5774 -5.0531 -0.71 0.72 0.53 -0.001
H 2.4849 2.5932 -3.8407 -1.41 -0.33 0.96 0.002
H 3.4148 3.4332 -4.5488 0.86 1.78 -0.06 -0.003
H 2.8663 3.2485 -1.3864 -0.08 0.22 0.34 -0.001
H 4.2050 3.8412 -2.3135 -0.17 -0.29 -0.50 -0.001
H 4.4119 4.9632 -0.0376 -0.22 -0.19 -0.21 0.000
H 2.8223 5.7023 -0.5190 0.28 0.21 0.97 0.001
H 5.2957 5.9987 -2.2694 -0.35 -0.60 -0.77 -0.003
H 5.0085 7.0256 -1.0843 -1.00 1.18 -0.07 -0.002
H 2.1646 8.8455 -2.1038 0.10 -0.29 -0.43 -0.002
H 1.3990 7.2715 -1.7841 -0.30 0.37 -0.14 -0.006
H 2.5870 7.8540 -0.7347 0.65 -0.18 -0.15 0.006
H 4.6783 7.5953 -4.3233 0.11 0.07 -0.26 -0.004
H 3.3014 8.6859 -4.2864 -0.31 -0.28 0.24 0.000
H 4.6623 8.9260 -3.2303 -0.31 -0.40 0.93 0.000
H 0.0894 4.7556 -3.1559 -0.15 -0.36 0.03 -0.004
H 0.6210 5.2420 -1.5750 0.27 0.05 0.13 0.001
H 0.5922 3.5324 -1.9244 0.26 -0.14 -0.41 0.013
H 2.1994 6.4023 -5.3125 0.39 -0.11 -0.57 0.009
C 2.6752 0.4995 5.1696 2.33 -0.17 -0.14 0.000
C 1.6035 0.4199 4.1306 -1.01 0.39 -0.16 0.000
C 0.3370 0.7418 4.8770 -2.41 0.27 0.22 0.000
C 0.1135 2.2561 5.2754 1.04 -0.43 -1.40 0.000
C 0.1540 3.1059 3.8896 0.84 -2.18 2.54 0.000
C 1.4670 2.8649 3.1308 0.07 0.20 -1.85 0.000
N 1.7554 1.4189 3.0363 -1.30 -0.26 0.06 0.000
O 2.9561 1.2819 2.3557 1.22 -0.08 0.12 0.000
C 1.2256 3.3567 1.6514 -0.71 0.29 -0.25 0.000
C 2.6069 3.7652 3.6534 0.57 -0.79 1.17 0.000
C 1.4983 -1.0396 3.5732 -0.09 -0.01 0.37 0.000
H 2.7916 -0.3535 5.8381 -0.50 -0.27 -0.17 0.000
H 2.6773 1.3725 5.8222 -0.28 0.20 -0.31 0.000
H 3.5901 0.5157 4.5773 0.52 0.16 0.30 0.000
H -0.5451 0.3801 4.3486 -0.22 0.52 -0.95 0.000
H 0.2464 -0.0207 5.6506 0.50 0.55 0.97 0.000
H 0.8800 2.5297 6.0005 0.21 0.33 -0.17 0.000
H -0.8305 2.4992 5.7632 -0.16 -0.53 -0.10 0.000
H 0.0718 4.1602 4.1538 -0.50 -0.05 -0.52 0.000
H -0.6798 2.5951 3.4079 -0.16 0.86 -0.69 0.000
H 0.5587 2.7164 1.0741 -0.02 -0.41 0.23 0.000
H 0.7297 4.3272 1.6356 -0.27 0.27 0.53 0.000
H 2.0711 3.5706 0.9976 0.64 -0.58 0.45 0.000
H 3.4410 3.2083 4.0803 -0.20 -0.53 0.18 0.000
H 3.1553 4.3444 2.9105 -0.71 0.42 -0.12 0.000
H 2.2045 4.3304 4.4940 0.28 0.62 -0.23 0.000
H 2.4274 -1.4475 3.1752 0.13 0.28 -0.04 0.000
H 0.7040 -1.2851 2.8683 0.00 0.92 -0.52 0.000
H 1.1969 -1.7113 4.3771 0.36 0.11 0.56 0.000
H 2.7927 0.6609 1.6421 -0.31 -0.14 -0.38 0.000
C -1.5182 -1.2133 0.3622 -1.11 -1.20 -0.20 0.012
C -2.6351 -0.1515 0.1176 0.73 0.98 1.13 0.008
C -2.2270 1.0252 1.0743 0.27 0.96 0.47 0.005
C -2.9770 2.3389 0.8800 1.54 -0.95 -1.79 0.001
C -2.6122 2.7526 -0.6087 -2.16 -0.10 1.12 -0.005
C -3.0978 1.7415 -1.6554 0.56 -1.34 -1.50 0.015
N -2.5889 0.3241 -1.2988 1.65 3.32 3.01 -0.016
O -2.8082 -0.6329 -2.2371 -0.96 -0.18 -0.02 0.056
C -4.6202 1.7486 -1.8163 -0.92 -0.74 0.00 0.002
C -2.4085 2.1092 -3.0308 -0.88 0.33 1.06 -0.006
C -4.0234 -0.6740 0.6504 0.67 -0.17 -0.15 -0.001
H -1.7386 -2.1073 -0.2210 -0.07 -0.04 -0.32 0.003
H -0.4628 -0.9960 0.1981 -0.46 0.91 -0.13 0.001
H -1.5701 -1.6142 1.3745 -0.24 0.35 0.35 -0.001
H -2.3459 0.7517 2.1227 -0.24 -0.72 0.01 0.000
H -1.1899 1.3602 1.0632 0.51 -0.84 -0.67 -0.002
H -3.9990 2.0657 1.1425 -0.41 1.10 -0.54 0.000
H -2.5318 3.1376 1.4733 -0.43 -0.18 0.56 0.000
H -1.5650 3.0180 -0.7539 0.22 -0.52 0.44 0.001
H -3.1419 3.6970 -0.7338 -0.16 0.09 -0.68 0.000
H -4.9977 1.3596 -2.7620 0.56 0.55 -0.79 0.000
H -5.0781 2.7228 -1.6450 0.11 0.00 -0.08 0.000
H -5.1573 1.0128 -1.2177 0.30 0.25 1.02 -0.001
H -1.3710 2.2724 -2.7392 0.23 -0.36 -0.85 -0.002
H -2.8167 3.0222 -3.4644 -0.05 0.57 0.59 -0.001
H -2.6165 1.4628 -3.8834 0.50 -0.54 0.67 0.003
H -4.8300 0.0516 0.7554 0.15 0.33 -0.68 0.000
H -4.3585 -1.5226 0.0541 -0.12 -0.05 0.05 -0.001
H -3.9208 -0.9819 1.6909 0.40 -0.45 -0.05 0.000
H -3.7320 -0.4735 -2.4440 -0.52 -0.96 -1.10 0.007
C -1.1341 -3.6553 6.3413 0.09 -1.72 -0.32 0.000
C -1.9586 -4.5619 5.3595 -0.42 2.41 0.29 0.000
C -2.5993 -3.5007 4.3908 -1.50 -0.88 -0.56 0.000
C -2.9677 -4.0586 3.0157 -0.81 -0.30 0.39 0.000
C -1.7942 -4.6641 2.3544 0.95 -0.76 -0.32 0.000
C -1.0877 -5.8061 3.2182 1.05 0.57 -1.20 0.000
N -0.9445 -5.3223 4.6382 0.66 -0.13 -1.09 0.000
O -0.3346 -6.2975 5.5012 -1.04 -0.20 -0.31 0.000
C -1.8559 -7.1587 3.0226 -0.63 0.77 1.23 0.000
C 0.3849 -5.9988 2.6502 -0.44 -0.64 1.74 0.000
C -3.0777 -5.4180 5.9689 0.65 0.32 -0.23 0.000
H -1.6463 -2.9097 6.9495 -0.30 0.01 -0.43 0.000
H -0.4146 -3.2646 5.6217 0.24 0.59 0.62 0.000
H -0.6290 -4.3442 7.0183 0.25 0.21 0.21 0.000
H -3.5623 -3.1456 4.7576 -0.13 -0.34 0.85 0.000
H -2.1166 -2.5300 4.2776 1.05 -0.35 -0.05 0.000
H -3.4622 -3.2644 2.4564 0.36 0.13 -0.42 0.000
H -3.7166 -4.8501 2.9901 -0.46 0.00 0.90 0.000
H -1.1810 -3.8138 2.0560 0.96 -0.39 0.17 0.000
H -2.0878 -5.1687 1.4339 0.03 0.07 -0.21 0.000
H -1.8549 -7.6717 2.0609 0.54 0.58 -0.23 0.000
H -1.5660 -7.8813 3.7854 0.20 0.04 0.05 0.000
H -2.9018 -6.9237 3.2205 -0.24 -0.22 0.03 0.000
H 0.4602 -6.8924 2.0305 -0.21 0.58 -0.84 0.000
H 0.9098 -5.0986 2.3305 -0.46 -0.03 -0.56 0.000
H 0.9923 -6.3470 3.4855 0.05 0.05 0.38 0.000
H -3.4821 -5.9052 5.0817 -0.43 -0.55 0.53 0.000
H -3.8517 -4.8395 6.4732 0.03 0.25 -0.22 0.000
H -2.6732 -6.0929 6.7233 -0.01 -0.36 -0.36 0.000
H 0.5911 -6.0618 5.5962 0.04 0.41 -0.21 0.000
```
Positions in Å, forces in eV/Å.

Computed properties:
- orbital gap (spin up / spin down) (Ha) = 0.1006 / 0.0875
- multiplicity = 8
- ⟨S²⟩ = 15.763
- largest force on an atom (eV/A) = 10.276